This record from the Open Molecules 2025 dataset describes a cluster of 11 separate species, C51H119N5O11 in total. The level of theory is wB97M-V/def2-TZVPD.

Bonds (Å) are listed after each position.
Element x y z (Å)
1 C -6.202 2.496 4.000  C2 1.491, H12 1.098, H13 1.092, H14 1.107
2 C -5.342 1.282 3.913  C1 1.491, C3 1.585, C4 1.548, N10 1.479
3 C -4.335 1.442 5.127  C2 1.585, H15 1.070, H16 1.119, H17 1.079
4 C -6.169 -0.012 4.109  C2 1.548, C5 1.515, H18 1.103, H19 1.106
5 C -5.390 -1.282 3.830  C4 1.515, C6 1.512, H20 1.110, H21 1.101
6 C -4.826 -1.221 2.428  C5 1.512, C7 1.545, H22 1.108, H23 1.108
7 C -3.918 0.015 2.241  C6 1.545, C8 1.543, C9 1.531, N10 1.481
8 C -2.580 -0.041 3.007  C7 1.543, H24 1.075, H25 1.083, H26 1.072
9 C -3.477 0.087 0.777  C7 1.531, H27 1.097, H28 1.108, H29 1.101
10 N -4.764 1.189 2.555  C2 1.479, C7 1.481, O11 1.432
11 O -4.025 2.379 2.257  N10 1.432, H30 0.964
12 H -5.580 3.396 4.092  C1 1.098
13 H -6.864 2.593 3.137  C1 1.092
14 H -6.825 2.494 4.915  C1 1.107
15 H -3.554 0.720 5.239  C3 1.070
16 H -3.951 2.494 5.131  C3 1.119
17 H -4.914 1.377 6.036  C3 1.079
18 H -6.589 0.064 5.126  C4 1.103
19 H -7.024 -0.051 3.409  C4 1.106
20 H -4.611 -1.513 4.586  C5 1.110
21 H -6.044 -2.165 3.873  C5 1.101
22 H -5.682 -1.238 1.724  C6 1.108
23 H -4.209 -2.110 2.189  C6 1.108
24 H -2.039 0.870 2.827  C8 1.075
25 H -2.100 -0.907 2.567  C8 1.083
26 H -2.555 -0.353 4.033  C8 1.072
27 H -2.813 -0.744 0.509  C9 1.097
28 H -2.980 1.031 0.475  C9 1.108
29 H -4.354 -0.006 0.117  C9 1.101
30 H -4.410 2.805 1.483  O11 0.964
31 C 3.281 2.584 -0.396  C32 1.513, H42 1.093, H43 1.102, H44 1.101
32 C 4.319 1.786 -1.153  C31 1.513, C33 1.539, C34 1.562, N40 1.494
33 C 3.551 0.758 -2.003  C32 1.539, H45 1.085, H46 1.093, H47 1.099
34 C 5.201 2.648 -2.114  C32 1.562, C35 1.545, H48 1.102, H49 1.085
35 C 6.346 3.387 -1.387  C34 1.545, C36 1.532, H50 1.100, H51 1.086
36 C 7.211 2.405 -0.591  C35 1.532, C37 1.553, H52 1.089, H53 1.080
37 C 6.334 1.682 0.467  C36 1.553, C38 1.519, C39 1.547, N40 1.485
38 C 7.167 0.604 1.138  C37 1.519, H54 1.090, H55 1.089, H56 1.092
39 C 5.880 2.650 1.585  C37 1.547, H57 1.101, H58 1.084, H59 1.105
40 N 5.275 0.999 -0.318  C32 1.494, C37 1.485, O41 1.394
41 O 4.530 0.185 0.533  N40 1.394, H60 0.962
42 H 2.727 2.003 0.346  C31 1.093
43 H 3.647 3.536 0.021  C31 1.102
44 H 2.537 2.778 -1.184  C31 1.101
45 H 4.189 0.079 -2.558  C33 1.085
46 H 2.851 0.138 -1.437  C33 1.093
47 H 3.016 1.440 -2.678  C33 1.099
48 H 5.645 2.000 -2.887  C34 1.102
49 H 4.538 3.287 -2.687  C34 1.085
50 H 6.878 3.826 -2.244  C35 1.100
51 H 5.979 4.242 -0.828  C35 1.086
52 H 8.028 2.937 -0.106  C36 1.089
53 H 7.565 1.691 -1.320  C36 1.080
54 H 7.952 1.145 1.666  C38 1.090
55 H 7.643 -0.021 0.382  C38 1.089
56 H 6.668 0.012 1.908  C38 1.092
57 H 5.318 2.078 2.339  C39 1.101
58 H 5.312 3.519 1.272  C39 1.084
59 H 6.823 2.983 2.054  C39 1.105
60 H 4.215 0.675 1.298  O41 0.962
61 C 0.053 2.838 1.547  C62 1.524, H72 1.089, H73 1.093, H74 1.087
62 C 0.062 4.110 2.387  C61 1.524, C63 1.506, C64 1.565, N70 1.502
63 C -0.128 5.301 1.485  C62 1.506, H75 1.069, H76 1.097, H77 1.097
64 C -1.127 3.948 3.392  C62 1.565, C65 1.568, H78 1.097, H79 1.118
65 C -1.028 4.952 4.592  C64 1.568, C66 1.500, H80 1.086, H81 1.096
66 C 0.299 4.803 5.273  C65 1.500, C67 1.522, H82 1.100, H83 1.097
67 C 1.457 5.099 4.330  C66 1.522, C68 1.515, C69 1.543, N70 1.486
68 C 1.588 6.550 3.916  C67 1.515, H84 1.111, H85 1.091, H86 1.095
69 C 2.759 4.664 5.034  C67 1.543, H87 1.097, H88 1.094, H89 1.073
70 N 1.302 4.110 3.233  C62 1.502, C67 1.486, O71 1.413
71 O 2.441 4.173 2.398  N70 1.413, H90 0.977
72 H -0.982 2.682 1.245  C61 1.089
73 H 0.767 2.877 0.720  C61 1.093
74 H 0.315 1.994 2.181  C61 1.087
75 H 0.798 5.620 1.056  C63 1.069
76 H -0.780 5.137 0.618  C63 1.097
77 H -0.537 6.166 2.022  C63 1.097
78 H -2.115 4.031 2.922  C64 1.097
79 H -0.991 2.910 3.786  C64 1.118
80 H -1.281 5.970 4.309  C65 1.086
81 H -1.825 4.674 5.291  C65 1.096
82 H 0.380 3.801 5.720  C66 1.100
83 H 0.367 5.475 6.137  C66 1.097
84 H 0.583 6.983 3.726  C68 1.111
85 H 2.198 6.658 3.017  C68 1.091
86 H 2.020 7.162 4.714  C68 1.095
87 H 3.664 5.069 4.565  C69 1.097
88 H 2.851 3.574 5.019  C69 1.094
89 H 2.762 5.014 6.049  C69 1.073
90 H 2.406 4.939 1.793  O71 0.977
91 C -3.739 -5.367 -2.892  C92 1.567, H102 1.100, H103 1.095, H104 1.112
92 C -2.554 -4.772 -3.728  C91 1.567, C93 1.510, C94 1.531, N100 1.482
93 C -3.137 -3.638 -4.536  C92 1.510, H105 1.091, H106 1.097, H107 1.081
94 C -1.479 -4.236 -2.779  C92 1.531, C95 1.509, H108 1.109, H109 1.096
95 C -0.597 -5.238 -2.078  C94 1.509, C96 1.523, H110 1.096, H111 1.077
96 C -0.043 -6.152 -3.163  C95 1.523, C97 1.546, H112 1.099, H113 1.100
97 C -1.097 -6.827 -4.070  C96 1.546, C98 1.525, C99 1.520, N100 1.494
98 C -0.353 -7.456 -5.245  C97 1.525, H114 1.095, H115 1.102, H116 1.093
99 C -1.826 -7.895 -3.271  C97 1.520, H117 1.100, H118 1.090, H119 1.086
100 N -1.867 -5.694 -4.664  C92 1.482, C97 1.494, O101 1.408
101 O -2.804 -6.223 -5.572  N100 1.408, H120 0.981
102 H -4.456 -5.935 -3.504  C91 1.100
103 H -3.424 -6.099 -2.141  C91 1.095
104 H -4.309 -4.580 -2.352  C91 1.112
105 H -3.876 -4.012 -5.245  C93 1.091
106 H -3.612 -2.900 -3.878  C93 1.097
107 H -2.332 -3.124 -5.043  C93 1.081
108 H -0.780 -3.554 -3.307  C94 1.109
109 H -2.012 -3.509 -2.155  C94 1.096
110 H 0.262 -4.791 -1.563  C95 1.096
111 H -1.170 -5.882 -1.431  C95 1.077
112 H 0.561 -6.969 -2.743  C96 1.099
113 H 0.620 -5.528 -3.780  C96 1.100
114 H -1.021 -7.934 -5.968  C98 1.095
115 H 0.281 -8.277 -4.873  C98 1.102
116 H 0.223 -6.664 -5.731  C98 1.093
117 H -1.153 -8.738 -3.056  C99 1.100
118 H -2.649 -8.295 -3.864  C99 1.090
119 H -2.237 -7.538 -2.332  C99 1.086
120 H -3.505 -6.688 -5.068  O101 0.981
121 C -2.781 2.783 -5.608  C122 1.535, H132 1.099, H133 1.103, H134 1.075
122 C -1.365 2.903 -5.027  C121 1.535, C123 1.506, C124 1.526, N130 1.464
123 C -0.460 3.248 -6.180  C122 1.506, H135 1.065, H136 1.092, H137 1.080
124 C -1.282 4.044 -4.016  C122 1.526, C125 1.528, H138 1.118, H139 1.088
125 C -2.006 3.665 -2.725  C124 1.528, C126 1.511, H140 1.080, H141 1.105
126 C -1.427 2.377 -2.188  C125 1.511, C127 1.573, H142 1.114, H143 1.111
127 C -1.375 1.151 -3.172  C126 1.573, C128 1.521, C129 1.504, N130 1.492
128 C -0.401 0.132 -2.601  C127 1.521, H144 1.092, H145 1.109, H146 1.082
129 C -2.741 0.543 -3.338  C127 1.504, H147 1.085, H148 1.090, H149 1.091
130 N -0.787 1.699 -4.428  C122 1.464, C127 1.492, O131 1.420
131 O -0.977 0.638 -5.352  N130 1.420, H150 0.955
132 H -3.535 2.541 -4.847  C121 1.099
133 H -3.112 3.762 -5.994  C121 1.103
134 H -2.903 2.035 -6.370  C121 1.075
135 H -0.539 2.490 -6.924  C123 1.065
136 H -0.785 4.168 -6.670  C123 1.092
137 H 0.557 3.396 -5.849  C123 1.080
138 H -0.206 4.252 -3.795  C124 1.118
139 H -1.633 4.985 -4.436  C124 1.088
140 H -1.849 4.357 -1.912  C125 1.080
141 H -3.089 3.498 -2.872  C125 1.105
142 H -1.956 1.938 -1.312  C126 1.114
143 H -0.362 2.511 -1.903  C126 1.111
144 H -0.593 -0.203 -1.579  C128 1.092
145 H 0.638 0.511 -2.681  C128 1.109
146 H -0.464 -0.774 -3.188  C128 1.082
147 H -2.866 -0.158 -2.520  C129 1.085
148 H -2.960 0.017 -4.267  C129 1.090
149 H -3.527 1.293 -3.239  C129 1.091
150 H -0.165 0.504 -5.837  O131 0.955
151 C 4.537 -4.385 0.992  O152 1.430, H153 1.096, H154 1.099, H155 1.086
152 O 3.584 -3.440 1.488  C151 1.430, H156 0.964
153 H 4.245 -4.769 0.008  C151 1.096
154 H 5.532 -3.920 0.970  C151 1.099
155 H 4.596 -5.171 1.740  C151 1.086
156 H 3.514 -2.728 0.841  O152 0.964
157 C 1.405 -5.871 1.130  O158 1.433, H159 1.090, H160 1.078, H161 1.092
158 O 0.727 -6.545 2.198  C157 1.433, H162 0.969
159 H 0.729 -5.819 0.276  C157 1.090
160 H 1.762 -4.920 1.492  C157 1.078
161 H 2.286 -6.425 0.800  C157 1.092
162 H 0.495 -7.442 1.913  O158 0.969
163 C 2.427 -2.676 -2.671  O164 1.443, H165 1.098, H166 1.085, H167 1.090
164 O 2.494 -3.157 -1.312  C163 1.443, H168 0.980
165 H 1.967 -1.678 -2.682  C163 1.098
166 H 3.439 -2.637 -3.060  C163 1.085
167 H 1.893 -3.293 -3.393  C163 1.090
168 H 1.649 -2.957 -0.857  O164 0.980
169 C -1.086 -3.844 3.039  O170 1.470, H171 1.088, H172 1.070, H173 1.097
170 O -1.540 -3.244 1.777  C169 1.470, H174 0.969
171 H -1.872 -3.887 3.790  C169 1.088
172 H -0.576 -4.769 2.867  C169 1.070
173 H -0.214 -3.244 3.324  C169 1.097
174 H -2.047 -3.959 1.364  O170 0.969
175 C 0.930 -1.201 1.004  O176 1.448, H177 1.105, H178 1.088, H179 1.072
176 O 0.200 -1.936 -0.007  C175 1.448, H180 0.969
177 H 1.323 -1.876 1.786  C175 1.105
178 H 1.815 -0.846 0.480  C175 1.088
179 H 0.310 -0.439 1.432  C175 1.072
180 H -0.450 -2.537 0.387  O176 0.969
181 C 2.235 0.660 4.001  O182 1.439, H183 1.093, H184 1.094, H185 1.093
182 O 2.988 1.225 2.913  C181 1.439, H186 0.964
183 H 1.324 0.192 3.620  C181 1.093
184 H 2.882 -0.129 4.397  C181 1.094
185 H 2.087 1.368 4.819  C181 1.093
186 H 2.659 2.102 2.688  O182 0.964

## Properties
SMILES string: CC1(C)CCCC(C)(C)N1O.CC1(C)CCCC(C)(C)N1O.CC1(C)CCCC(C)(C)N1O.CC1(C)CCCC(C)(C)N1O.CC1(C)CCCC(C)(C)N1O.CO.CO.CO.CO.CO.CO
energy relative to the best compared isomer or geometry (same formula, charge and spin): 55.8 kcal per mole
net charge: 0
Kohn-Sham gap: 8.38 eV